ORCA calculation (wB97M-V/def2-TZVPD) on 4 unconnected molecules or ions with the total composition C36H65BCl3N7O9.

Structure (XYZ):
```
121
Properties=species:S:1:pos:R:3:forces:R:3:lowdin_charge:R:1
C 1.90027 -2.37917 -2.28490 -0.05 -0.04 0.43 -0.110
N 0.64854 -3.12631 -2.26153 0.10 0.23 -0.23 -0.077
C -0.21920 -3.04718 -3.44937 0.05 -0.53 0.38 -0.159
C -1.58154 -2.49840 -3.09276 -0.12 -0.17 -0.42 -0.090
C -2.62080 -3.43090 -2.90051 1.33 0.43 0.51 -0.235
N -2.38147 -4.77997 -3.09546 -1.50 -0.12 -0.31 0.120
C -2.65214 -5.65022 -2.20448 0.20 0.14 -0.14 -0.414
C -2.52413 -5.41507 -0.73029 -0.61 -0.17 0.09 -0.026
C -3.10746 -7.01174 -2.64532 0.70 -0.28 0.01 -0.030
C -3.88666 -2.94512 -2.54646 -0.38 -0.27 0.21 -0.461
Cl -5.18667 -4.08644 -2.36654 0.05 -0.03 -0.04 0.800
C -4.11923 -1.59335 -2.35725 0.19 0.07 -0.12 -0.085
C -3.06655 -0.68648 -2.55119 -0.08 -0.20 -0.01 -0.040
C -1.79290 -1.13061 -2.93095 -0.17 0.53 0.11 0.030
B -0.56471 -0.14720 -3.17144 -0.01 0.56 -0.04 -0.546
N 0.01106 0.66558 -2.09876 0.59 -0.43 -0.02 0.159
O -0.07069 -0.08550 -4.46656 -0.14 -0.98 0.14 0.138
C -3.37899 0.75578 -2.38496 -0.21 0.02 0.27 -0.249
O -2.59237 1.60424 -2.02832 0.18 0.00 -0.49 0.133
C -4.79077 1.16644 -2.69446 -0.27 0.09 -0.27 -0.184
N -4.96022 2.45549 -3.17296 0.26 -0.51 -0.69 0.144
C -5.79379 0.29914 -2.46712 0.00 -0.20 0.02 -0.161
C -7.21548 0.59469 -2.68709 -0.16 0.00 -0.15 -0.634
Cl -7.89909 2.01144 -1.91716 0.16 -0.05 0.11 0.721
C -8.04474 -0.14742 -3.42466 0.07 0.19 -0.16 -0.700
C -9.50691 0.09500 -3.62646 -0.01 -0.34 0.62 -0.126
Cl -7.40990 -1.53980 -4.24140 0.04 -0.03 -0.02 0.759
C -5.45640 -1.05279 -1.94365 -0.02 0.38 0.12 -0.350
O -6.21993 -1.64121 -1.21422 0.06 -0.16 -0.13 0.048
H 1.91682 -1.59222 -3.04771 0.00 -0.03 -0.09 0.060
H 2.05671 -1.89178 -1.32037 0.07 -0.01 -0.01 0.067
H 2.76170 -3.03066 -2.44504 0.00 0.00 -0.19 0.075
H 0.12748 -2.93600 -1.42096 -0.04 0.13 -0.02 0.098
H 0.24808 -2.46214 -4.23979 0.03 0.15 0.10 0.109
H -0.34479 -4.05369 -3.84910 -0.08 0.04 -0.13 0.106
H -2.48497 -4.36172 -0.46407 0.21 0.01 -0.02 0.081
H -1.63046 -5.94933 -0.39807 0.11 0.16 0.02 0.098
H -3.35958 -5.87758 -0.20096 -0.04 0.06 -0.01 0.084
H -4.03449 -6.90577 -3.20580 -0.07 0.06 0.10 0.078
H -3.25013 -7.67618 -1.79566 -0.07 -0.05 -0.04 0.076
H -2.38153 -7.46444 -3.32278 0.02 0.04 -0.01 0.088
H -0.25265 1.63763 -2.22955 -0.31 -0.04 0.36 0.076
H 1.02883 0.66339 -2.13415 0.01 0.01 -0.13 0.062
H 0.87478 -0.24982 -4.53284 0.11 0.64 -0.09 0.093
H -4.13632 2.75767 -3.68096 0.16 0.25 0.43 0.106
H -5.73360 2.49607 -3.82809 -0.27 0.18 0.35 0.096
H -9.89361 -0.50147 -4.44589 0.04 0.19 -0.19 0.065
H -9.72768 1.15397 -3.72691 0.00 0.00 -0.22 0.061
H -10.02202 -0.24549 -2.72175 -0.07 0.05 -0.03 0.094
C 5.39649 2.94208 2.78006 0.05 -0.11 0.08 -0.111
O 4.57200 2.29416 3.72804 0.03 0.11 -0.10 -0.187
C 3.28115 2.86490 3.89556 -0.07 -0.09 0.23 -0.216
C 2.20214 2.00281 3.27519 0.04 -0.04 -0.19 -0.216
N 2.27616 2.01095 1.82051 0.11 -0.15 0.06 -0.048
C 1.47474 0.98857 1.15063 0.11 0.21 -0.04 -0.198
C 1.72546 -0.47984 1.47185 -0.22 -0.13 -0.04 -0.223
O 2.95424 -0.99762 0.99183 0.01 0.05 0.01 -0.196
C 4.09373 -0.69370 1.77403 0.05 -0.10 -0.14 -0.091
H 6.41239 2.57730 2.91791 -0.01 -0.03 0.00 0.082
H 5.09440 2.71150 1.75179 0.00 0.12 -0.03 0.065
H 5.38983 4.02738 2.92040 -0.03 0.01 -0.04 0.092
H 3.24854 3.88559 3.50210 0.01 -0.03 -0.09 0.121
H 3.10071 2.91265 4.97288 -0.01 0.05 -0.01 0.121
H 1.22254 2.38387 3.58084 -0.01 -0.02 0.01 0.124
H 2.31413 0.99337 3.69269 -0.04 0.03 0.11 0.103
H 3.24061 1.90059 1.53935 0.01 0.01 0.02 0.064
H 1.63658 1.10947 0.07895 -0.10 0.03 -0.02 0.096
H 0.41793 1.20494 1.33348 -0.02 -0.05 0.00 0.123
H 0.95093 -1.04837 0.94981 0.00 0.00 -0.01 0.113
H 1.60492 -0.70643 2.53841 0.12 0.07 0.03 0.113
H 3.86236 -0.67997 2.84212 -0.01 0.07 0.01 0.090
H 4.54123 0.26095 1.48403 0.00 0.04 0.12 0.070
H 4.83484 -1.47134 1.58914 -0.04 -0.03 -0.01 0.089
C 9.16080 5.66028 -2.25665 -0.06 -0.07 -0.05 -0.115
O 9.60923 4.37480 -2.63374 0.01 0.12 0.11 -0.191
C 10.98267 4.11596 -2.37079 0.07 -0.18 -0.18 -0.215
C 11.16714 3.16401 -1.20805 -0.13 0.06 0.16 -0.217
N 10.80121 3.78092 0.05958 -0.14 -0.08 -0.08 -0.052
C 10.67218 2.86010 1.18580 0.03 0.23 0.01 -0.198
C 9.67967 1.70516 1.09241 0.09 -0.19 0.16 -0.224
O 8.31560 2.08194 1.12388 0.01 0.06 -0.08 -0.192
C 7.79084 2.56447 -0.09810 -0.14 0.01 0.14 -0.094
H 8.19260 5.81852 -2.72900 0.00 -0.03 -0.01 0.089
H 9.02900 5.75417 -1.17286 0.06 0.07 0.00 0.074
H 9.84842 6.43906 -2.59868 0.01 0.02 0.03 0.088
H 11.53310 5.04810 -2.21148 -0.04 0.02 0.08 0.122
H 11.38370 3.63635 -3.26751 0.04 0.04 0.00 0.122
H 12.21804 2.86117 -1.16320 0.00 -0.03 0.00 0.124
H 10.56931 2.26858 -1.42314 0.08 -0.04 -0.09 0.103
H 9.92844 4.27743 -0.05410 0.00 0.01 -0.01 0.065
H 10.38921 3.46183 2.05294 0.04 -0.04 0.04 0.120
H 11.66191 2.44352 1.40062 -0.01 -0.06 -0.03 0.118
H 9.82758 1.08963 1.98303 -0.02 0.00 0.00 0.122
H 9.87371 1.05077 0.23365 -0.03 0.10 -0.09 0.113
H 8.21715 2.04444 -0.95962 0.05 0.05 -0.02 0.090
H 7.94259 3.64206 -0.20566 0.06 -0.02 -0.12 0.075
H 6.71486 2.38860 -0.08445 0.01 -0.05 0.01 0.077
C -7.99199 -0.22320 1.37241 -0.27 0.04 0.03 -0.111
O -8.09016 -1.43808 2.09726 0.30 0.19 -0.13 -0.181
C -6.93829 -2.26251 1.92096 -0.11 -0.28 0.14 -0.207
C -6.06346 -2.28621 3.15798 -0.04 0.20 0.07 -0.213
N -5.40589 -1.00577 3.38513 -0.12 -0.01 0.09 -0.050
C -4.78295 -0.84953 4.69594 0.04 0.11 -0.19 -0.203
C -5.64158 -0.99475 5.94906 0.14 -0.07 0.18 -0.232
O -6.57136 0.04891 6.16169 -0.03 -0.01 -0.06 -0.180
C -7.76204 -0.03102 5.40177 -0.01 0.14 0.10 -0.099
H -8.98096 0.23467 1.34874 -0.02 -0.05 0.06 0.089
H -7.30433 0.48780 1.84508 0.04 0.01 -0.07 0.078
H -7.66722 -0.40570 0.34611 0.03 0.04 0.00 0.062
H -6.38391 -1.94784 1.03686 0.08 -0.02 0.07 0.095
H -7.30002 -3.28001 1.74670 0.00 0.01 -0.05 0.125
H -5.29656 -3.05813 3.03341 -0.01 -0.02 0.02 0.121
H -6.70082 -2.57895 4.00330 0.01 -0.13 -0.03 0.101
H -6.07705 -0.26177 3.25544 -0.01 -0.01 -0.03 0.064
H -4.34384 0.15106 4.71886 0.06 -0.02 0.04 0.119
H -3.95221 -1.56054 4.76588 -0.03 -0.04 0.04 0.115
H -4.96211 -0.95274 6.80423 -0.01 0.01 0.01 0.119
H -6.14255 -1.96946 6.00355 -0.07 0.03 -0.11 0.111
H -8.09000 -1.06478 5.26518 0.03 -0.01 -0.07 0.088
H -7.65246 0.45021 4.42626 -0.04 -0.11 -0.06 0.072
H -8.53495 0.50935 5.94839 0.02 -0.01 0.04 0.087
```
Positions in Å, forces in eV/Å.

* electronic energy: -3876.49747 Ha
* F_max: 1.531 eV/Å
* LUMO energy: -0.80 eV
* HOMO-LUMO gap: 7.521 eV
* SMILES: CNCc1c(N=C(C)C)c(Cl)c2c(c1B(N)O)C(=O)C(N)=C(/C(Cl)=C(/C)Cl)C2=O.COCCNCCOC.COCCNCCOC.COCCNCCOC